Record 1
C18H29CuFN5O9P2 | ωB97M-V/def2-TZVPD

HOMO-LUMO gap (spin up / spin down): 6.6 / 6.7 eV
2S+1: 2
energy relative to the best compared isomer or geometry (same formula, charge and spin): 1.334 eV
⟨S²⟩: 0.7523
net charge: +1

CARTESIAN COORDINATES (ANGSTROEM)
1 Cu 0.97 -0.92 -3.56
2 C 3.49 1.96 3.09
3 C 3.60 0.51 2.55
4 N 2.71 0.22 1.44
5 C 3.29 -0.09 0.25
6 C 2.53 -0.56 -0.83
7 C 3.28 -0.98 -2.07
8 O 4.43 -1.44 -1.81
9 O 2.83 -1.01 -3.29
10 C 1.12 -0.50 -0.73
11 O 0.32 -0.53 -1.72
12 C 0.63 -0.49 0.65
13 C -0.75 -0.57 0.82
14 C -1.29 -0.49 2.08
15 F -2.66 -0.50 2.23
16 C -0.51 -0.34 3.25
17 C 0.84 0.00 2.99
18 C 1.43 -0.12 1.72
19 N -1.09 -0.52 4.53
20 C -2.45 -0.09 4.77
21 C -2.84 0.08 6.25
22 N -1.61 0.63 6.93
23 C -0.39 -0.27 6.91
24 C -0.33 -1.14 5.61
25 H 3.33 1.92 4.18
26 H 2.68 2.45 2.63
27 H 4.44 2.44 2.93
28 H 3.39 -0.25 3.33
29 H 4.59 0.20 2.25
30 H 4.41 -0.02 0.17
31 H -1.46 -0.70 -0.05
32 H 1.51 0.43 3.79
33 H -3.15 -0.77 4.26
34 H -2.64 0.86 4.23
35 H -3.13 -0.84 6.73
36 H -3.61 0.77 6.37
37 H -1.79 0.87 7.90
38 H -1.34 1.51 6.46
39 H -0.28 -0.85 7.84
40 H 0.49 0.45 6.89
41 H -0.85 -2.12 5.76
42 H 0.72 -1.29 5.32
43 N -2.08 1.14 -4.17
44 C -1.67 0.60 -5.48
45 C -2.73 1.03 -6.51
46 P -1.72 -1.20 -5.01
47 O -3.28 -1.19 -4.62
48 O -1.40 -2.21 -6.04
49 O -1.03 -1.24 -3.59
50 P 0.12 1.07 -5.69
51 O -0.17 2.58 -6.22
52 O 0.86 0.44 -6.85
53 O 0.67 1.13 -4.29
54 H -1.62 0.70 -3.38
55 H -3.08 0.95 -4.05
56 H -1.82 2.16 -4.19
57 H -2.47 2.10 -6.81
58 H -3.76 0.94 -6.12
59 H -2.54 0.41 -7.39
60 H -3.68 -2.09 -4.63
61 H 0.70 3.04 -6.15
62 N 1.39 -1.93 -5.21
63 H 0.66 -2.55 -5.55
64 H 2.26 -2.49 -5.14
65 H 1.52 -1.28 -5.99

natural (NBO) charges, unit e, in atom order: atom 1 (Cu): 1.466, atom 2 (C): -0.627, atom 3 (C): -0.214, atom 4 (N): -0.355, atom 5 (C): 0.158, atom 6 (C): -0.288, atom 7 (C): 0.758, atom 8 (O): -0.663, atom 9 (O): -0.787, atom 10 (C): 0.501, atom 11 (O): -0.695, atom 12 (C): -0.095, atom 13 (C): -0.203, atom 14 (C): 0.332, atom 15 (F): -0.341, atom 16 (C): 0.123, atom 17 (C): -0.253, atom 18 (C): 0.155, atom 19 (N): -0.460, atom 20 (C): -0.240, atom 21 (C): -0.225, atom 22 (N): -0.498, atom 23 (C): -0.243, atom 24 (C): -0.228, atom 25 (H): 0.204, atom 26 (H): 0.224, atom 27 (H): 0.238, atom 28 (H): 0.197, atom 29 (H): 0.230, atom 30 (H): 0.269, atom 31 (H): 0.278, atom 32 (H): 0.216, atom 33 (H): 0.245, atom 34 (H): 0.222, atom 35 (H): 0.233, atom 36 (H): 0.242, atom 37 (H): 0.445, atom 38 (H): 0.440, atom 39 (H): 0.248, atom 40 (H): 0.228, atom 41 (H): 0.211, atom 42 (H): 0.260, atom 43 (N): -0.713, atom 44 (C): -0.623, atom 45 (C): -0.637, atom 46 (P): 2.348, atom 47 (O): -1.051, atom 48 (O): -1.099, atom 49 (O): -1.203, atom 50 (P): 2.329, atom 51 (O): -1.023, atom 52 (O): -1.107, atom 53 (O): -1.204, atom 54 (H): 0.486, atom 55 (H): 0.440, atom 56 (H): 0.447, atom 57 (H): 0.244, atom 58 (H): 0.217, atom 59 (H): 0.265, atom 60 (H): 0.527, atom 61 (H): 0.507, atom 62 (N): -1.121, atom 63 (H): 0.419, atom 64 (H): 0.403, atom 65 (H): 0.440

---

Record 2
C3H6Br2O2 | ωB97M-V/def2-TZVPD

HOMO-LUMO gap (spin up / spin down): 8.3 / 8.5 eV
2S+1: 1
energy relative to the best compared isomer or geometry (same formula, charge and spin): 4.470 eV
net charge: 0

CARTESIAN COORDINATES (ANGSTROEM)
1 C -0.33 0.53 1.67
2 C 0.51 -0.16 -1.40
3 C 1.35 -0.03 -0.11
4 O -0.59 -1.00 -1.27
5 O 1.28 -0.44 -2.54
6 Br 2.03 -1.68 0.42
7 Br 2.33 1.47 0.14
8 H -1.01 1.13 1.18
9 H 0.43 0.78 2.26
10 H -0.61 -0.56 1.68
11 H 0.03 0.93 -1.46
12 H -0.30 -1.94 -0.91
13 H 0.75 -0.87 -3.12

natural (NBO) charges, unit e, in atom order: atom 1 (C): -0.433, atom 2 (C): 0.289, atom 3 (C): -0.331, atom 4 (O): -0.715, atom 5 (O): -0.713, atom 6 (Br): 0.091, atom 7 (Br): 0.164, atom 8 (H): 0.183, atom 9 (H): 0.171, atom 10 (H): 0.185, atom 11 (H): 0.151, atom 12 (H): 0.480, atom 13 (H): 0.479

---

Record 3
C26H20ClN2O4S | ωB97M-V/def2-TZVPD

HOMO-LUMO gap: 4.5 eV
2S+1: 1
energy relative to the best compared isomer or geometry (same formula, charge and spin): 0.224 eV
net charge: -1

CARTESIAN COORDINATES (ANGSTROEM)
1 N -1.43 -1.59 7.14
2 C -1.59 -1.03 6.13
3 C -1.80 -0.30 4.90
4 C -0.87 0.66 4.49
5 C -1.08 1.37 3.31
6 C -2.21 1.09 2.53
7 S -2.30 1.79 0.87
8 C -3.47 3.00 0.77
9 Cl -3.62 3.93 -0.59
10 O -0.98 2.37 0.72
11 O -2.73 0.67 0.05
12 C -3.13 0.12 2.92
13 C -2.94 -0.57 4.12
14 H 0.03 0.85 5.09
15 H -0.37 2.13 3.00
16 H -4.32 2.92 1.44
17 H -4.00 -0.09 2.30
18 H -3.66 -1.33 4.44
19 O -2.37 -3.25 -2.30
20 C -1.16 -3.52 -2.25
21 O -0.26 -3.88 -3.03
22 C -0.56 -3.31 -0.79
23 C 0.54 -4.33 -0.43
24 C 1.80 -3.57 -0.62
25 C 1.51 -2.22 -0.89
26 C 2.53 -1.32 -1.17
27 C 3.86 -1.75 -1.07
28 C 4.15 -3.09 -0.77
29 C 3.12 -4.01 -0.56
30 N 0.13 -2.04 -0.93
31 C -0.55 -0.90 -1.23
32 C -0.04 0.37 -1.04
33 C -0.56 1.52 -1.64
34 C 0.33 2.60 -2.00
35 C 0.27 3.23 -3.27
36 C 1.22 4.18 -3.63
37 C 2.22 4.58 -2.74
38 C 2.26 4.00 -1.46
39 C 1.33 3.03 -1.10
40 H -1.38 -3.24 -0.06
41 H 0.41 -4.65 0.61
42 H 0.51 -5.22 -1.06
43 H 2.29 -0.30 -1.48
44 H 4.67 -1.05 -1.23
45 H 5.19 -3.42 -0.71
46 H 3.32 -5.05 -0.34
47 H -1.59 -1.06 -1.52
48 H 0.81 0.48 -0.36
49 H -1.55 1.47 -2.10
50 H -0.53 2.93 -3.96
51 H 1.20 4.60 -4.64
52 H 2.99 5.29 -3.04
53 H 3.03 4.28 -0.75
54 H 1.33 2.61 -0.09

natural (NBO) charges, unit e, in atom order: atom 1 (N): -0.336, atom 2 (C): 0.294, atom 3 (C): -0.198, atom 4 (C): -0.173, atom 5 (C): -0.205, atom 6 (C): -0.173, atom 7 (S): 2.121, atom 8 (C): -1.009, atom 9 (Cl): -0.027, atom 10 (O): -1.002, atom 11 (O): -0.993, atom 12 (C): -0.221, atom 13 (C): -0.155, atom 14 (H): 0.224, atom 15 (H): 0.250, atom 16 (H): 0.208, atom 17 (H): 0.248, atom 18 (H): 0.224, atom 19 (O): -0.735, atom 20 (C): 0.767, atom 21 (O): -0.753, atom 22 (C): -0.166, atom 23 (C): -0.426, atom 24 (C): -0.009, atom 25 (C): 0.209, atom 26 (C): -0.237, atom 27 (C): -0.218, atom 28 (C): -0.214, atom 29 (C): -0.196, atom 30 (N): -0.319, atom 31 (C): 0.210, atom 32 (C): -0.319, atom 33 (C): 0.053, atom 34 (C): -0.121, atom 35 (C): -0.168, atom 36 (C): -0.222, atom 37 (C): -0.207, atom 38 (C): -0.239, atom 39 (C): -0.111, atom 40 (H): 0.219, atom 41 (H): 0.212, atom 42 (H): 0.251, atom 43 (H): 0.227, atom 44 (H): 0.212, atom 45 (H): 0.208, atom 46 (H): 0.211, atom 47 (H): 0.273, atom 48 (H): 0.221, atom 49 (H): 0.239, atom 50 (H): 0.218, atom 51 (H): 0.212, atom 52 (H): 0.209, atom 53 (H): 0.210, atom 54 (H): 0.222